[1]
{"formula": "C6H9NOS2", "method": "ωB97M-V with the def2-TZVPD basis set", "e_tot_ha": -1160.20516, "mol_weight_g_mol": 175.3, "e_lumo_ev": [0.00, -0.65], "homo_energy_ev": [-7.48, -6.96], "max_force_ev_per_a": 4.85, "symbols": ["S", "H", "C", "O", "H", "S", "N", "H", "H", "C", "H", "H", "C", "H", "H", "C", "C", "C", "H"], "xyz": [[-3.05031, -0.70720, 0.32492], [3.64858, -0.38787, -1.05301], [2.74210, -0.14155, -0.55027], [1.56494, 1.24982, 0.65733], [-0.56028, 0.65620, 2.36125], [-1.74355, 1.96603, -0.15751], [2.54890, 1.12812, -0.25946], [-0.23622, -1.06416, -0.85600], [-0.49518, 2.26675, -0.81691], [-0.88013, -0.47943, -1.42902], [-0.47181, 0.35939, -1.99704], [-1.69366, -0.98630, -1.93663], [-0.12898, -0.18167, 1.66101], [-0.43803, -1.24489, 1.95600], [1.57694, -1.96365, 0.11286], [-1.67200, 0.19206, -0.29972], [1.00498, -0.01085, 0.94277], [1.86563, -0.92325, 0.23162], [-3.58192, 0.27246, 1.10780]], "atomic_forces_ev_per_a": [[-0.288, 0.541, -0.021], [0.054, -0.282, -0.754], [-0.862, 0.789, 2.146], [-1.649, -1.025, 0.452], [0.956, -1.674, -1.742], [1.413, -0.201, -1.180], [1.201, 0.348, -0.644], [1.634, -1.413, -0.181], [-1.747, -0.556, 1.031], [-2.986, 2.445, 1.062], [0.450, -0.763, -0.216], [0.571, -0.572, -0.748], [-3.096, 0.055, 2.256], [0.577, 1.738, -0.619], [0.579, 0.082, 0.211], [0.755, 0.854, 1.135], [4.318, -0.114, -2.214], [-2.176, 0.122, 0.295], [0.295, -0.374, -0.269]], "lowdin_charge": [0.7227, 0.1026, -0.1421, -0.0664, 0.1197, 0.7017, 0.0230, 0.0214, -0.0500, -0.1361, 0.0770, 0.0689, -0.0173, 0.1039, 0.1035, -1.0858, -0.3890, -0.0437, -0.1141]}



[2]
{"formula": "C3H3OP", "method": "ωB97M-V with the def2-TZVPD basis set", "e_tot_ha": -532.44504, "mol_weight_g_mol": 86.0, "e_lumo_ev": -0.15, "homo_energy_ev": -8.30, "max_force_ev_per_a": 2.83, "symbols": ["C", "H", "P", "C", "C", "H", "O", "H"], "xyz": [[0.98492, 0.11526, 0.36806], [1.44201, -0.84131, 0.36314], [-1.55053, -1.16989, -0.94398], [-0.11845, -0.19605, -0.56205], [-1.68059, -0.09130, 0.43162], [0.74214, 0.62708, 1.27671], [-1.29639, 0.58103, -0.82437], [1.47690, 0.97518, -0.10911]], "atomic_forces_ev_per_a": [[-0.604, 2.302, -1.392], [1.488, -0.329, 0.718], [0.028, -0.756, -0.842], [-2.010, -1.063, 1.650], [1.028, -0.585, 0.977], [-0.479, -0.841, 1.069], [-0.597, 2.131, -1.772], [1.148, -0.859, -0.409]], "lowdin_charge": [-0.1053, 0.0748, 0.9885, -0.5104, -0.2403, 0.0662, -0.3587, 0.0851]}